1.
Entry from the Open Molecules 2025 dataset: a cluster of 2 separate species, C6H12O in total (ωB97M-V/def2-TZVPD).

XYZ file:
```
19
Properties=species:S:1:pos:R:3:forces:R:3:mulliken_charge:R:1
C 1.258 -1.053 -1.836 0.0 -0.1 0.0 -1.05
C -0.476 1.261 -1.107 -0.2 -0.1 0.3 -1.03
C -1.538 0.261 -0.901 0.1 0.1 -0.3 -0.09
O -1.357 -0.477 0.296 0.0 0.0 0.0 -0.44
C -0.631 0.365 1.185 0.1 0.1 0.1 0.28
C 0.201 -0.495 2.115 0.0 0.0 0.0 -1.39
C 0.160 1.301 0.246 0.0 0.0 0.0 -0.10
H 1.233 -1.733 -2.691 0.0 0.1 0.1 0.33
H 0.610 -1.440 -1.043 0.1 0.1 -0.2 0.19
H 2.282 -0.959 -1.465 -0.1 -0.1 -0.1 0.27
H 0.909 -0.069 -2.165 0.1 -0.1 0.0 0.31
H -2.419 0.945 -0.838 0.1 0.0 0.0 0.36
H -1.729 -0.424 -1.732 0.0 0.1 0.1 0.34
H -1.347 0.966 1.771 0.1 -0.1 -0.1 0.34
H -0.439 -1.181 2.678 0.1 0.1 -0.1 0.33
H 0.749 0.130 2.829 -0.1 -0.1 -0.1 0.37
H 0.923 -1.089 1.543 -0.1 0.1 0.1 0.30
H 1.199 0.962 0.102 -0.2 0.0 0.0 0.22
H 0.245 2.339 0.592 0.0 -0.1 0.0 0.46
```
Positions in Å, forces in eV/Å.

Its multiplicity is 1. As for the max |F|: 0.4 eV/A. Its HOMO-LUMO gap is 9.0 eV. The calculation puts the relative energy (zero: lowest compared OMol25 entry of this formula, charge and spin) at 379.31 kJ/mol. For the electronic energy, the calculation gives -8460.4227 eV.

***

2.
Entry from the Open Molecules 2025 dataset: a structure of composition C31H19Br2F11N3O4Os in a non-equilibrium geometry (ωB97M-V/def2-TZVPD).

XYZ file:
```
71
Properties=species:S:1:pos:R:3:forces:R:3:mulliken_spin:R:1
Os 0.893 -0.140 0.016 3.1 -0.6 -0.8 1.57
C 3.884 -1.285 0.248 0.5 -1.3 -0.1 0.00
N 3.078 -0.018 0.297 1.7 0.1 0.8 -0.03
C 3.704 0.909 -0.689 -0.1 -1.0 -0.5 -0.01
C 2.980 0.831 -1.992 -1.6 0.0 -1.8 0.01
N 1.571 0.392 -1.826 -1.4 -0.5 -1.2 0.10
C 0.718 0.334 -2.961 3.8 0.0 0.0 0.08
C -0.450 1.021 -2.982 -1.4 0.0 -1.2 -0.07
F -0.899 1.585 -1.889 0.0 0.5 0.0 -0.01
C -1.271 1.033 -4.113 0.4 -1.0 0.0 0.00
F -2.514 1.479 -4.000 -0.3 0.5 -0.2 0.00
C -0.861 0.386 -5.273 -0.6 0.4 0.2 0.00
F -1.725 0.227 -6.281 0.0 0.2 -0.3 0.00
C 0.364 -0.257 -5.307 -0.7 -0.7 -1.6 0.00
F 0.701 -1.061 -6.370 -0.4 0.9 0.9 0.00
C 1.096 -0.296 -4.182 1.1 -1.4 1.6 0.02
F 2.065 -1.271 -4.203 0.0 1.2 0.4 0.00
C 3.320 0.604 1.640 -1.1 -1.2 0.1 0.03
C 2.331 0.018 2.663 -0.9 -0.8 -1.2 -0.04
N 1.063 -0.407 1.910 1.7 1.1 2.2 0.15
C 0.082 -0.833 2.748 -2.3 0.0 0.9 0.05
C -0.910 0.014 3.357 2.3 -1.7 -0.2 0.01
F -0.637 1.316 3.454 -0.7 -0.1 -0.2 0.00
C -1.941 -0.620 4.007 -1.5 0.6 0.5 0.00
F -2.895 0.169 4.646 0.9 -1.3 -0.9 0.00
C -2.046 -2.028 4.001 -1.0 -0.3 0.3 0.00
F -3.257 -2.629 4.248 1.1 0.7 0.6 0.00
C -0.980 -2.872 3.644 -1.7 2.2 0.4 0.00
F -0.995 -4.140 3.967 0.0 -0.9 -0.4 0.00
C -0.031 -2.206 2.942 3.3 -0.9 -1.8 0.00
F 1.001 -2.937 2.307 -1.6 0.6 1.4 0.00
H 5.004 -1.152 0.357 -1.2 0.7 0.3 0.00
H 3.810 -1.705 -0.743 -0.4 -0.2 -0.3 0.00
H 3.606 -2.110 0.959 -0.3 1.2 -0.5 0.00
H 4.783 0.689 -0.794 -0.5 0.2 0.1 0.00
H 3.530 1.915 -0.426 0.1 1.0 1.2 0.00
H 3.528 0.272 -2.760 -0.2 -0.2 0.1 0.00
H 2.860 1.870 -2.342 0.6 -0.1 -0.3 0.00
H 2.983 1.585 1.454 0.3 1.5 0.3 0.00
H 4.386 0.461 1.876 -0.4 0.4 0.3 0.00
H 2.019 0.773 3.411 0.5 -0.4 -0.2 0.00
H 2.739 -0.899 3.111 -0.1 0.3 0.3 0.01
Br -5.581 -5.236 -1.472 0.0 0.1 0.1 0.02
C -3.837 -4.629 -0.995 0.2 -3.5 0.3 -0.02
C -2.844 -5.603 -0.834 -3.7 1.9 -0.7 0.36
C -1.547 -5.096 -0.596 2.8 -1.1 0.5 0.53
C -1.295 -3.736 -0.516 1.5 0.2 0.5 -0.12
C -2.327 -2.876 -0.525 3.7 4.4 0.3 0.29
C -3.660 -3.298 -0.611 -4.2 0.8 -0.1 0.64
C -1.985 -1.337 -0.442 -0.6 -0.6 0.7 0.11
O -2.792 -0.447 -0.739 1.0 -1.7 -0.1 0.06
O -0.827 -1.183 0.177 -1.4 0.7 -0.8 0.04
H -2.999 -6.659 -0.831 -0.5 -0.3 -0.4 0.03
H -0.745 -5.848 -0.561 -0.2 0.7 0.0 0.02
H -0.245 -3.402 -0.423 -0.8 0.1 -0.1 0.01
H -4.531 -2.602 -0.335 1.5 -1.3 -0.5 0.04
Br -2.763 2.309 -0.021 -0.1 -0.3 0.3 0.00
C -1.795 3.831 0.447 -0.5 0.7 1.3 0.00
C -2.607 4.882 0.895 1.2 2.4 -0.4 0.00
C -2.077 6.175 1.166 1.8 -1.9 -0.9 0.00
C -0.651 6.370 1.076 -1.4 -0.9 0.8 0.00
C 0.158 5.249 0.905 -0.4 -0.5 -0.4 0.00
C -0.424 3.963 0.579 1.9 1.6 0.6 0.00
C 0.622 2.873 0.517 0.7 0.3 -1.1 0.02
O 1.838 3.126 0.485 -0.7 0.2 0.3 0.01
O 0.127 1.718 0.414 -0.4 -1.5 0.3 0.04
H -3.665 4.753 0.911 -0.6 -0.2 0.0 0.00
H -2.720 7.002 1.372 -0.4 0.3 0.2 0.00
H -0.245 7.349 1.319 0.1 -0.2 -0.2 0.00
H 1.276 5.280 1.005 -1.4 0.0 -0.2 0.00
F 1.449 -1.943 -0.498 0.0 0.0 0.2 0.06
```
Positions in Å, forces in eV/Å.

Its multiplicity is 5. As for the expectation value of S²: 6.04. As for the max |F|: 5.8 eV/A. Its HOMO-LUMO gap (alpha / beta) is 5.1 / 4.4 eV. The calculation puts the relative energy (zero: lowest compared OMol25 entry of this formula, charge and spin) at 222.49 kJ/mol. The charge is -1. For the electronic energy, the calculation gives -217554.1163 eV.

***

3.
Entry from the Open Molecules 2025 dataset: a structure of composition C32H25CrFN7O8 in a non-equilibrium geometry (ωB97M-V/def2-TZVPD).

XYZ file:
```
74
Properties=species:S:1:pos:R:3:forces:R:3:mulliken_spin:R:1
Cr -3.790 -21.974 -7.686 -0.9 -0.5 -0.3 2.99
O -1.007 -27.267 -9.128 -0.1 0.1 0.7 0.00
C -1.608 -26.126 -8.682 0.1 0.4 -0.9 0.01
C -2.232 -25.911 -7.457 0.4 -0.9 0.4 -0.01
C -2.759 -24.677 -7.146 0.5 0.2 -1.2 0.02
N -2.718 -23.690 -8.044 0.4 0.0 -0.3 -0.05
C -2.284 -23.904 -9.298 -0.3 -0.8 1.0 0.02
C -1.673 -25.103 -9.639 0.7 0.8 -0.3 -0.01
C -2.833 -22.856 -10.215 -1.6 2.7 -0.6 0.00
O -2.312 -22.522 -11.278 -0.9 -0.8 1.6 0.01
O -3.988 -22.297 -9.670 2.5 -1.6 -0.9 -0.03
C -3.675 -24.358 -6.029 -2.7 0.7 2.7 0.00
O -3.721 -24.954 -4.932 0.3 1.4 -3.2 0.01
O -4.561 -23.391 -6.437 2.2 -1.4 0.5 -0.03
H -0.808 -27.935 -8.447 -0.4 0.6 -0.1 0.00
H -2.314 -26.727 -6.756 -0.1 0.0 0.3 0.00
H -1.133 -25.168 -10.596 -0.7 -0.3 0.4 0.00
C 0.467 -16.442 -5.327 1.3 0.3 0.5 0.00
C 1.138 -16.954 -6.640 0.2 0.2 0.8 0.00
C 1.371 -15.817 -7.636 0.3 0.3 1.4 0.00
C 1.824 -16.335 -8.976 1.4 -1.1 0.7 0.00
C 0.861 -17.307 -9.547 -1.8 -0.5 -0.5 0.00
C 0.596 -17.421 -10.933 0.9 -0.9 1.8 0.00
C -0.238 -18.442 -11.380 -1.2 0.1 0.5 0.00
F -0.403 -18.523 -12.729 0.0 -0.3 0.8 0.00
C -1.020 -19.223 -10.504 0.6 0.4 -2.0 0.00
C -0.867 -19.048 -9.131 0.4 1.2 0.4 -0.01
C -1.779 -19.720 -8.220 -0.2 -0.5 0.9 -0.01
O -2.790 -20.333 -8.681 0.6 -0.1 0.8 -0.03
C -1.420 -19.653 -6.818 0.4 0.3 -0.3 0.02
C -0.417 -18.815 -6.398 0.5 -0.1 -1.8 0.01
N 0.292 -18.013 -7.251 -0.7 -0.1 0.9 0.00
C 0.084 -18.091 -8.622 0.1 -0.5 -1.3 -0.01
C -2.099 -20.389 -5.708 -1.0 -0.1 1.2 0.03
O -1.809 -20.153 -4.528 0.0 -0.2 -1.5 0.02
O -3.057 -21.192 -6.056 0.2 -0.2 0.0 0.01
H 0.979 -15.543 -4.844 -0.5 -1.1 -1.0 0.00
H 0.432 -17.210 -4.537 0.1 0.4 -0.4 0.00
H -0.543 -16.198 -5.583 -0.7 0.4 0.1 0.00
H 2.105 -17.406 -6.371 -0.1 0.0 -0.2 0.00
H 2.216 -15.246 -7.169 -0.9 0.0 -0.5 0.00
H 0.443 -15.195 -7.675 0.7 -0.3 -0.2 0.00
H 2.800 -16.896 -8.806 -0.9 0.7 -0.2 0.00
H 2.065 -15.513 -9.609 0.0 0.5 -0.8 0.00
H 1.218 -16.877 -11.630 -0.2 0.2 -0.1 0.00
H -1.730 -19.954 -10.939 0.4 0.5 0.5 0.00
H -0.118 -18.841 -5.362 -0.3 0.1 0.0 0.00
C -5.840 -19.177 -8.825 -0.2 1.0 -0.1 0.01
C -6.330 -20.004 -7.736 -1.3 -1.3 0.7 0.01
N -5.878 -21.209 -7.429 -0.7 0.6 0.7 -0.02
C -6.759 -21.725 -6.433 0.8 0.4 -0.6 0.02
C -7.677 -20.769 -6.132 -0.1 -0.7 -0.4 0.00
N -7.468 -19.697 -7.002 0.9 0.9 0.0 0.00
C -7.972 -18.323 -6.742 0.3 -0.7 0.7 0.00
N -9.123 -17.926 -7.527 -1.0 1.5 -1.5 0.00
N -9.736 -16.713 -7.152 -0.7 -1.4 0.2 0.00
N -10.718 -16.451 -7.947 2.0 0.4 0.1 0.00
C -10.653 -17.303 -9.017 0.1 -0.9 0.3 0.00
C -11.478 -17.301 -10.167 -0.3 -0.3 0.7 0.00
C -11.311 -18.389 -10.993 0.4 0.2 -0.7 0.00
C -10.359 -19.396 -10.739 0.4 -0.1 0.8 0.00
C -9.561 -19.434 -9.593 -0.4 1.0 -0.1 0.00
C -9.653 -18.305 -8.735 -1.3 0.3 -0.7 0.00
H -5.278 -19.776 -9.508 0.2 -0.5 -0.6 0.00
H -5.127 -18.494 -8.402 0.3 0.8 0.0 0.00
H -6.666 -18.640 -9.330 0.6 -0.2 0.2 0.00
H -6.576 -22.752 -6.097 -0.3 0.8 0.1 0.00
H -8.517 -20.793 -5.454 0.1 0.1 0.0 0.00
H -7.174 -17.547 -6.747 -0.4 -0.7 -0.5 0.00
H -8.368 -18.336 -5.729 0.3 0.0 0.2 0.00
H -12.269 -16.531 -10.312 0.9 -0.7 0.1 0.00
H -11.815 -18.511 -11.950 -0.3 0.4 0.3 0.00
H -10.298 -20.159 -11.508 0.2 -0.2 0.4 0.00
H -8.920 -20.248 -9.327 0.3 -0.4 -0.2 0.00
```
Positions in Å, forces in eV/Å.

Its multiplicity is 4. As for the expectation value of S²: 3.78. As for the max |F|: 3.9 eV/A. Its HOMO-LUMO gap (alpha / beta) is 8.2 / 8.2 eV. For the electronic energy, the calculation gives -91541.8522 eV.